No. 1
This record from OMol25 describes a 2-piece molecular cluster, C28H30N2O2 overall at a distorted geometry. The level of theory is wB97M-V/def2-TZVPD.

## Properties
- gap between HOMO and LUMO (eV) = 2.81
- energy relative to the best compared isomer or geometry (same formula, charge and spin) (kcal/mol) = 136.71
- HOMO (Ha) = -0.1756
- strongest force on any atom (eV/A) = 3.355
- LUMO level (eV) = -1.971

```
! wB97M-V def2-TZVPD RIJCOSX def2/J DEFGRID3
* xyz 0 1
C 5.075 -1.321 1.679
C 5.422 -0.323 0.756
C 4.586 0.777 0.572
C 3.406 0.890 1.322
C 2.505 2.083 1.089
N 1.090 1.828 1.512
C 0.462 2.828 2.391
C -0.819 3.389 1.848
C -1.935 3.516 2.677
C -3.138 4.009 2.172
C -3.214 4.426 0.838
C -2.067 4.394 0.025
C -0.882 3.833 0.524
C 0.419 0.795 1.001
C -0.812 0.341 1.489
C -1.649 -0.429 0.706
C -3.083 -0.464 0.909
C -3.979 -0.574 -0.188
C -5.356 -0.633 0.016
C -5.884 -0.577 1.321
C -5.017 -0.365 2.409
C -3.637 -0.295 2.203
C 3.086 -0.080 2.278
C 3.916 -1.192 2.450
H 5.703 -2.205 1.796
H 6.340 -0.399 0.173
H 4.815 1.571 -0.147
H 2.863 2.969 1.647
H 2.513 2.340 0.009
H 0.290 2.365 3.374
H 1.205 3.634 2.519
H -1.854 3.198 3.718
H -4.019 4.076 2.816
H -4.160 4.787 0.417
H -2.087 4.800 -0.997
H 0.002 3.723 -0.123
H 0.907 0.245 0.193
H -1.128 0.628 2.490
H -1.250 -0.889 -0.212
H -3.560 -0.609 -1.197
H -6.034 -0.727 -0.837
H -6.970 -0.611 1.483
H -5.423 -0.260 3.423
H -2.963 -0.155 3.054
H 2.171 0.016 2.879
H 3.625 -1.948 3.187
O 0.884 -5.376 4.233
C 1.280 -4.305 3.831
C 0.756 -4.280 2.044
C 0.841 -5.717 1.515
C -0.618 -6.105 1.214
C -1.476 -4.980 1.824
N -0.545 -3.867 1.984
O 1.878 -3.266 4.047
H 1.561 -3.633 1.651
H 1.446 -5.710 0.598
H 1.310 -6.407 2.228
H -0.722 -6.130 0.122
H -0.915 -7.080 1.590
H -2.339 -4.763 1.178
H -1.883 -5.282 2.812
H -0.858 -2.904 2.198
*
```

***

No. 2
This record from OMol25 describes one molecule with the formula C4H8O2S at a distorted geometry. The level of theory is wB97M-V/def2-TZVPD.

## Properties
- gap between HOMO and LUMO (eV) = 8.49
- energy relative to the best compared isomer or geometry (same formula, charge and spin) (kcal/mol) = 39.84
- HOMO (Ha) = -0.3346
- strongest force on any atom (eV/A) = 1.986
- LUMO level (eV) = -0.617

```
! wB97M-V def2-TZVPD RIJCOSX def2/J DEFGRID3
* xyz 0 1
O 0.004 1.109 -1.470
C -0.876 1.370 -0.346
C -1.271 0.047 0.375
C -0.053 -0.680 0.931
S 0.327 -0.724 2.487
C 0.882 -1.258 -0.107
O 1.929 -0.362 -0.513
H 0.887 0.814 -1.229
H -0.339 1.973 0.386
H -1.744 1.912 -0.748
H -1.731 -0.555 -0.411
H -2.004 0.256 1.155
H 0.326 -1.535 -0.975
H 1.281 -2.230 0.137
H 2.382 -0.137 0.328
*
```